13
Properties=species:S:1:pos:R:3:forces:R:3 method="wB97M-V/def2-TZVPD" total_energy_ev=-27856.9056 smiles="CN/N=C/SC=S" orbital_gap_ev=8.17 multiplicity=1 e_lumo_ev=-0.22
C -1.11637 1.62613 -1.09255 -0.674 -0.031 0.021
N 0.21325 1.08998 -0.97223 -0.657 -0.415 1.240
N 0.43813 -0.06629 -0.30053 -1.279 -0.363 1.613
C -0.43014 -0.46200 0.57889 1.823 -0.121 -1.485
S -0.12575 -1.90615 1.55212 -0.014 -0.112 0.197
C 1.59279 -2.06010 1.51070 -0.039 -1.174 0.520
S 2.43514 -3.28125 2.19586 -0.519 0.631 -0.279
H -1.88424 0.87058 -1.40721 0.604 0.429 0.022
H -1.47424 2.03632 -0.13142 0.288 -0.044 -0.329
H -1.05723 2.44095 -1.81992 -0.228 -0.164 0.145
H 0.75211 1.04699 -1.78279 0.754 0.273 -1.484
H -1.39905 -0.04073 0.73108 -0.510 0.398 0.198
H 2.05558 -1.29442 0.93798 0.451 0.693 -0.379

---

14
Properties=species:S:1:pos:R:3:forces:R:3 method="wB97M-V/def2-TZVPD" total_energy_ev=-38691.9412 smiles="CN1NC(=S)S[C@@H]1S" orbital_gap_ev=8.83 multiplicity=1 e_lumo_ev=0.26
C 0.51912 -0.88736 0.44498 0.783 0.175 2.476
N 0.15682 0.28785 -0.26302 -2.466 -0.665 -2.886
N -1.23610 -0.16335 -0.98006 3.485 3.336 2.032
C -2.24450 -0.06366 -0.12268 -1.537 0.815 1.492
S -3.70861 -0.70528 -0.38457 -0.685 -0.583 -0.099
S -1.90828 0.96086 1.29322 0.330 -0.265 -1.641
C -0.28447 1.43732 0.41270 -1.765 1.045 1.358
S -0.46675 2.93821 -0.62906 -0.111 -0.925 0.192
H -0.28289 -1.24364 1.06821 -0.597 -0.120 0.568
H 0.68552 -1.68558 -0.23929 0.887 -0.431 -0.570
H 1.35423 -0.67220 1.17350 -0.437 -0.355 -1.177
H -1.16475 -1.01965 -1.41231 0.447 -2.154 -1.520
H 0.17705 1.75203 1.33466 1.500 -0.164 -0.226
H -1.41126 2.34946 -1.39324 0.166 0.292 0.001